[1]
C39H40Cl2EuF3N2O7Sb | wB97M-V/def2-TZVPD

ORCA input file:
```
! wB97M-V def2-TZVPD RIJCOSX def2/J DEFGRID3
* xyz 0 8
Eu 1.12082 0.43395 -0.20242
C 3.26815 -3.25264 -0.21693
C 1.77997 -3.04796 -0.36856
C 1.06490 -4.34738 -0.79392
O 1.42492 -2.08643 -1.38252
C 1.18570 -2.68247 1.01780
O 0.87405 -3.53053 1.85157
O 1.02833 -1.43347 1.16870
H 3.78961 -3.56452 -1.12702
H 3.35188 -4.08328 0.50476
H 3.77699 -2.33228 0.25738
H 1.19832 -4.50408 -1.86942
H -0.01482 -4.27246 -0.62290
H 1.54924 -5.21200 -0.31379
H 0.48125 -2.22981 -1.56863
C -1.58173 3.64219 1.84094
C -0.64040 2.50831 1.66681
O -0.75490 1.75192 0.71679
C 0.52849 2.48409 2.57969
C 1.13881 3.74343 2.87703
C 2.23042 3.77687 3.72772
C 2.69960 2.60513 4.32998
C 2.16372 1.34641 4.00988
C 1.03055 1.32650 3.20950
H -2.44925 3.47669 1.25195
H -1.18005 4.55947 1.47041
H -1.85297 3.79200 2.88539
H 0.79471 4.69351 2.50098
H 2.66038 4.75944 3.87318
H 3.58347 2.53949 4.93388
H 2.56211 0.48051 4.48264
H 0.62888 0.30396 2.98787
Cl -1.39815 3.92034 -2.59159
C -2.77867 2.99206 -1.98193
Cl -3.32877 1.91534 -3.25091
H -3.46690 3.75343 -1.75706
H -2.43886 2.44947 -1.08765
C 6.67905 1.24132 -1.10838
C 6.63822 2.54321 -0.38527
C 5.27164 3.17970 -0.37155
C 5.23727 4.52863 0.36900
C 3.90638 5.25522 0.19542
C 4.90810 3.49892 -1.85175
O 5.56840 4.27657 -2.53899
N 3.72566 2.98503 -2.36810
C 2.94439 2.05243 -1.72584
O 1.90414 1.64446 -2.32047
N 3.25332 1.64852 -0.48442
C 4.26380 2.22685 0.27692
O 4.33796 2.01347 1.44583
H 7.67295 0.79915 -0.90885
H 6.61615 1.52149 -2.17023
H 5.93193 0.56794 -0.84917
H 7.28780 3.18456 -0.99442
H 6.97470 2.50489 0.62813
H 6.15026 5.13411 0.00756
H 5.37959 4.43107 1.47306
H 3.48851 5.38664 -0.77033
H 4.06867 6.26597 0.55453
H 3.15154 4.87837 0.89444
H 3.43107 3.28424 -3.27880
F -4.91736 -7.42007 1.67466
C -4.42752 -6.39928 1.00341
C -3.38842 -6.63784 0.13137
C -2.74148 -5.63006 -0.51538
C -3.09285 -4.31495 -0.20881
C -4.12134 -4.09788 0.70891
C -4.73477 -5.13555 1.39868
Sb -2.30352 -2.75681 -1.51302
C -4.06780 -2.61234 -2.53057
C -4.06758 -1.86568 -3.70450
C -5.26836 -1.60272 -4.36010
C -6.41797 -2.14667 -3.86391
F -7.56336 -1.86092 -4.47987
C -6.44764 -2.83231 -2.61424
C -5.25111 -3.13850 -1.98330
C -2.92191 -1.23839 0.00780
C -3.96192 -0.43405 -0.30919
C -4.49989 0.38895 0.71292
C -3.89000 0.42845 1.97044
F -4.33026 1.34993 2.89305
C -2.77976 -0.32435 2.25807
C -2.31162 -1.20483 1.25950
H -3.14114 -7.70405 -0.13935
H -1.92768 -5.86190 -1.23966
H -4.22604 -3.09017 1.02628
H -5.47669 -4.96286 2.18309
H -3.14061 -1.41883 -4.01233
H -5.31733 -0.91311 -5.26081
H -7.44029 -3.05536 -2.23948
H -5.18645 -3.67938 -1.00345
H -4.40689 -0.36314 -1.31157
H -5.38628 0.96469 0.62199
H -2.24212 -0.32097 3.18131
H -1.42335 -1.83698 1.53012
*
```

Output
**Highest occupied orbital energy (alpha / beta)**: -7.431 / -8.943 eV
**HOMO-LUMO gap (alpha / beta)**: 0.2531 / 0.3087 hartree
**Energy relative to the best compared isomer or geometry (same formula, charge and spin)**: 0.00 kJ/mol

---

[2]
C39H40Cl4N4O4OsS | wB97M-V/def2-TZVPD

ORCA input file:
```
! wB97M-V def2-TZVPD RIJCOSX def2/J DEFGRID3
* xyz 0 5
Os -1.66743 -0.01570 0.41762
C 6.94870 2.91751 0.46164
C 5.74181 2.13443 0.90195
C 5.74872 0.74427 0.88774
C 4.64140 0.01724 1.30210
C 3.51333 0.68944 1.74169
C 3.48789 2.07653 1.77329
C 4.59529 2.78934 1.34983
S 2.15802 -0.26406 2.37285
O 2.17827 -0.11078 3.80763
O 2.29887 -1.58548 1.83434
N 0.82277 0.39422 1.72093
C 0.05277 1.22665 2.42166
C 0.38523 2.02648 3.55692
C -0.57674 2.74330 4.19577
C -1.91439 2.69607 3.75323
C -2.18441 1.96970 2.64041
N -1.22620 1.30087 1.94141
H 7.56508 2.33676 -0.22368
H 7.56916 3.18538 1.31953
H 6.65855 3.84265 -0.03608
H 6.63113 0.21934 0.54074
H 4.63757 -1.06393 1.28575
H 2.60203 2.60160 2.10810
H 4.57157 3.87284 1.36380
H 1.39612 2.00259 3.92571
H -0.31339 3.33391 5.06390
H -2.70763 3.22171 4.26256
H -3.18861 1.90644 2.25388
C 0.09503 -3.99717 0.96235
C -0.02359 -3.58272 -0.50627
C -0.34870 -4.80131 -1.37394
C 1.22489 -2.86593 -0.97511
C 2.39386 -3.59220 -1.13772
C 3.54735 -2.99376 -1.61301
C 3.53549 -1.64730 -1.91501
C 2.39284 -0.86253 -1.76190
C 2.59079 0.62227 -2.09433
C 1.74938 1.66656 -1.34668
C 2.56181 0.88740 -3.60683
C 1.22524 -1.50185 -1.30466
N 0.00572 -0.75446 -1.24183
C -0.44505 -0.32225 -2.35809
C -1.51636 0.61161 -2.41063
C -2.11901 1.18005 -3.50316
C -3.10704 2.04969 -2.99990
C -3.07048 1.97577 -1.62233
N -2.06561 1.11000 -1.23716
C -3.96918 2.70228 -0.65690
C -5.05341 3.47528 -1.41289
C -3.13294 3.71611 0.13711
C -4.68683 1.68053 0.23775
H -0.77572 -4.58389 1.26482
H 0.19261 -3.13679 1.61970
H 0.98338 -4.61543 1.10784
H -0.85180 -2.88734 -0.61937
H 0.37254 -5.60592 -1.21892
H -0.35340 -4.54831 -2.43555
H -1.33491 -5.19249 -1.11147
H 2.40153 -4.64536 -0.88550
H 4.45152 -3.57456 -1.74329
H 4.44289 -1.17136 -2.27125
H 3.62358 0.80650 -1.78838
H 0.86883 1.96952 -1.91443
H 2.35295 2.56302 -1.19182
H 1.41947 1.31281 -0.37261
H 1.54039 0.91107 -3.99029
H 3.11651 0.12603 -4.15702
H 3.00945 1.85956 -3.82445
H -0.00345 -0.64652 -3.29918
H -1.86886 0.98917 -4.53479
H -3.77247 2.66733 -3.57828
H -4.62394 4.28015 -2.01075
H -5.74457 3.92216 -0.69579
H -5.62496 2.81918 -2.07035
H -2.74487 4.47429 -0.54494
H -2.27730 3.25378 0.62284
H -3.74155 4.21542 0.89516
H -5.40844 1.11300 -0.35204
H -5.22025 2.17760 1.05135
H -4.00223 0.94593 0.67502
Cl -5.27440 -5.77835 -0.06115
C -4.32482 -4.47425 0.51745
C -3.93390 -4.44534 1.88513
Cl -4.43280 -5.70939 2.93093
C -3.15381 -3.42008 2.37042
Cl -2.62383 -3.34910 3.99736
C -2.74499 -2.39519 1.49561
O -1.97944 -1.40593 1.85265
C -3.15233 -2.41287 0.13939
O -2.71501 -1.43710 -0.60455
C -3.94073 -3.47108 -0.34558
Cl -4.36052 -3.46526 -2.00795
*
```

Output
**Highest occupied orbital energy (alpha / beta)**: -8.151 / -8.129 eV
**HOMO-LUMO gap (alpha / beta)**: 0.3086 / 0.2028 hartree
**Energy relative to the best compared isomer or geometry (same formula, charge and spin)**: 0.00 kJ/mol

---

[3]
C39H40ClNO20S | wB97M-V/def2-TZVPD

ORCA input file:
```
! wB97M-V def2-TZVPD RIJCOSX def2/J DEFGRID3
* xyz 0 1
C 0.58114 -5.89157 1.15974
O 1.73601 -5.97870 0.35217
C 1.48680 -5.99035 -1.03528
C 2.28487 -4.92833 -1.77789
C 2.30673 -3.55148 -1.12002
C 0.94776 -3.03814 -0.63114
C 0.49431 -1.74586 -1.33062
C -0.55694 -1.01497 -0.47214
C -1.99146 -1.22250 -0.92105
C -2.40611 -2.66770 -0.95175
O -2.17238 -3.32344 0.32519
C -3.22801 -4.13029 0.57487
O -3.56226 -4.56931 1.65013
O -3.86686 -4.33207 -0.64029
C -3.88083 -3.00683 -1.15737
C -4.78964 -2.09004 -0.32730
C -6.04720 -2.76167 0.23031
C -6.76939 -3.71030 -0.72817
Cl -8.55313 -3.53339 -0.47273
N -4.32831 -2.88333 -2.55632
C -3.67979 -3.48323 -3.40492
S -2.81092 -3.86674 -4.62398
H -0.28831 -6.36183 0.70920
H 0.34947 -4.86424 1.41298
H 0.78084 -6.41326 2.08712
H 0.43212 -5.85608 -1.26336
H 1.74880 -6.96768 -1.43240
H 3.30235 -5.29926 -1.85766
H 1.92879 -4.85989 -2.80060
H 2.97195 -3.61590 -0.26989
H 2.75096 -2.84909 -1.81438
H 1.03063 -2.86445 0.43138
H 0.15913 -3.75889 -0.78837
H 1.33730 -1.11417 -1.55893
H 0.04049 -2.05179 -2.27311
H -0.41961 -1.28612 0.56634
H -0.36781 0.05106 -0.53915
H -2.15390 -0.81255 -1.91024
H -2.61826 -0.69776 -0.20878
H -1.71779 -3.18902 -1.61225
H -4.24661 -1.70048 0.52288
H -5.08457 -1.25881 -0.94693
H -6.74119 -1.97149 0.46523
H -5.84832 -3.26545 1.16222
H -6.61859 -3.47949 -1.76751
H -6.51218 -4.72658 -0.49140
O -1.83572 1.85293 -1.97472
C -1.60046 2.93429 -1.46878
C -0.80162 3.96680 -2.10566
C -0.57715 5.12386 -1.46808
O 0.14068 6.10574 -1.99370
C -1.12870 5.39251 -0.09563
O -0.86772 6.45816 0.42634
C -1.94658 4.36587 0.53167
C -2.17267 3.21186 -0.10805
O -2.90988 2.23451 0.40626
H -0.40835 3.76178 -3.09124
H 0.14823 6.82014 -1.32884
H -2.35144 4.57510 1.51158
H -2.90785 1.52015 -0.25888
O 3.33570 -0.24936 -0.57220
C 4.53462 -0.04233 -0.53992
C 5.53458 -1.06973 -0.77775
C 6.83673 -0.76165 -0.70950
O 7.79718 -1.65127 -0.91839
C 7.30429 0.62925 -0.38644
O 8.50265 0.83323 -0.32546
C 6.30356 1.65838 -0.16968
C 5.00248 1.35375 -0.24265
O 4.04075 2.24947 -0.05948
H 5.18566 -2.06704 -1.00631
H 8.63910 -1.17153 -0.80602
H 6.65404 2.65806 0.04419
H 3.20071 1.76507 -0.16467
O -10.37958 1.51841 5.01305
C -9.38372 0.99238 4.55598
C -8.02939 1.38742 4.91018
C -6.98531 0.76605 4.34799
O -5.72608 1.07746 4.62918
C -7.16738 -0.33911 3.34694
O -6.17089 -0.84482 2.86431
C -8.51917 -0.75029 3.00840
C -9.56424 -0.13073 3.57344
O -10.82127 -0.45727 3.30989
H -7.91085 2.18498 5.62965
H -5.17470 0.48178 4.08826
H -8.63790 -1.55830 2.29839
H -11.37348 0.14306 3.84521
O 10.08197 8.38907 1.03395
C 9.64222 7.45761 0.38774
C 10.23559 6.13128 0.37705
C 9.69609 5.16266 -0.37586
O 10.19012 3.93336 -0.41974
C 8.48078 5.40852 -1.22735
O 8.05810 4.48908 -1.90186
C 7.87323 6.72864 -1.19800
C 8.41158 7.69391 -0.44170
O 7.90599 8.91773 -0.37049
H 11.10954 5.96792 0.99122
H 9.61989 3.42364 -1.02649
H 6.99066 6.88881 -1.80076
H 8.48528 9.41221 0.23964
*
```

Output
**SMILES string**: COCCCCCCC[C@H]1OC(=O)O[C@]1(CCCCl)N=C=S.O=C1C=C(O)C(=O)C=C1O.O=C1C=C(O)C(=O)C=C1O.O=C1C=C(O)C(=O)C=C1O.O=C1C=C(O)C(=O)C=C1O
**Highest occupied orbital energy**: -9.625 eV
**HOMO-LUMO gap**: 0.2884 hartree